Formula: H4SSi
Source: the OMol25 dataset
Level of theory: ωB97M-V/def2-TZVPD

Each line ends with the Löwdin charge.
Atoms and positions in Å:
1 Si 0.20325 -0.16134 1.01106  0.27
2 S -0.67197 1.01112 -0.52632  0.19
3 H -1.03958 -1.44751 -1.98604  0.05
4 H -0.00186 -1.58435 1.00287  -0.16
5 H 1.10191 0.78394 1.74111  -0.13
6 H 0.40824 1.39814 -1.24268  -0.21

Summary:
Energy above the lowest of the compared OMol25 structures with the same formula, charge and spin, kJ/mol: 451.61
E, eV: -18773.093
Strongest force on any atom, eV Å⁻¹: 1.84

***

Formula: H4SSi
Source: the OMol25 dataset
Level of theory: ωB97M-V/def2-TZVPD

Each line ends with the Löwdin charge.
Atoms and positions in Å:
1 Si 0.23847 0.47375 -0.06867  0.28
2 S -1.82994 -0.10612 0.01774  0.31
3 H 1.56383 -1.73437 -1.22665  -0.03
4 H 0.47681 1.48490 -1.00251  -0.17
5 H 0.90856 0.60224 1.20981  -0.13
6 H -1.35773 -0.72040 1.07029  -0.26

Summary:
Energy above the lowest of the compared OMol25 structures with the same formula, charge and spin, kJ/mol: 368.36
E, eV: -18773.956
Strongest force on any atom, eV Å⁻¹: 2.75

***

Formula: H4SSi
Source: the OMol25 dataset
Level of theory: ωB97M-V/def2-TZVPD

Each line ends with the Löwdin charge.
Atoms and positions in Å:
1 Si 0.64373 0.16944 -0.07551  0.37
2 S -1.62446 0.01210 -0.13657  0.25
3 H 0.99745 -0.56333 -1.24556  -0.14
4 H 0.37781 1.65158 -0.09462  -0.11
5 H 1.56119 -0.20227 0.96465  -0.13
6 H -1.95572 -1.06752 0.58762  -0.25

Summary:
Energy above the lowest of the compared OMol25 structures with the same formula, charge and spin, kJ/mol: 65.56
E, eV: -18777.094
Strongest force on any atom, eV Å⁻¹: 3.03

***

Among the records above, which one has the lowest E?
number 3

***

strongest force on any atom of number 3 (H4SSi)?
3.03 eV Å⁻¹

***

Repeat the first record exactly.
Formula: H4SSi
Source: the OMol25 dataset
Level of theory: ωB97M-V/def2-TZVPD

Each line ends with the Löwdin charge.
Atoms and positions in Å:
1 Si 0.20325 -0.16134 1.01106  0.27
2 S -0.67197 1.01112 -0.52632  0.19
3 H -1.03958 -1.44751 -1.98604  0.05
4 H -0.00186 -1.58435 1.00287  -0.16
5 H 1.10191 0.78394 1.74111  -0.13
6 H 0.40824 1.39814 -1.24268  -0.21

Summary:
Energy above the lowest of the compared OMol25 structures with the same formula, charge and spin, kJ/mol: 451.61
E, eV: -18773.093
Strongest force on any atom, eV Å⁻¹: 1.84

***

Repeat the third record exactly.
Formula: H4SSi
Source: the OMol25 dataset
Level of theory: ωB97M-V/def2-TZVPD

Each line ends with the Löwdin charge.
Atoms and positions in Å:
1 Si 0.64373 0.16944 -0.07551  0.37
2 S -1.62446 0.01210 -0.13657  0.25
3 H 0.99745 -0.56333 -1.24556  -0.14
4 H 0.37781 1.65158 -0.09462  -0.11
5 H 1.56119 -0.20227 0.96465  -0.13
6 H -1.95572 -1.06752 0.58762  -0.25

Summary:
Energy above the lowest of the compared OMol25 structures with the same formula, charge and spin, kJ/mol: 65.56
E, eV: -18777.094
Strongest force on any atom, eV Å⁻¹: 3.03